Run one
Density functional theory data (the ωB97M-V functional and the def2-TZVPD basis) for a 3-piece molecular cluster, C4H16N2O2 overall.

The value obtained for the highest occupied orbital energy (alpha / beta) is -13.18 / -13.18 eV. Its spin multiplicity is 2. The LUMO energy (alpha / beta) comes out at -3.28 / -8.22 eV. The net charge is +1. The frontier orbital gap (alpha / beta) comes out at 9.90 / 4.96 eV. The expectation value of S² is 0.757.

Last column: Mulliken charge in e.
Atoms and positions in Å:
1 N -0.22481 3.19764 -1.12509  -0.35
2 H -0.90676 2.23035 1.77882  0.35
3 C -0.95135 1.10085 1.36577  0.22
4 H 3.05910 -1.27352 -4.59529  0.31
5 H 3.65825 -5.64108 -0.27413  0.31
6 H -2.48036 0.18411 2.82537  0.33
7 N -0.68346 1.11772 -0.13143  -0.12
8 H 0.22676 3.73311 -0.39333  0.27
9 H 1.15009 0.48816 1.68539  0.41
10 O 3.50683 -6.43612 0.19028  -0.61
11 H -3.20410 0.84804 1.24879  0.48
12 H -0.99461 0.23038 -0.63114  0.37
13 H -2.46665 -0.52161 1.02064  0.39
14 H 1.76351 -1.02066 -3.79043  0.28
15 H -1.94195 2.15396 -1.50250  0.36
16 H -1.77797 2.87430 0.22080  0.43
17 H 2.70582 -6.50056 0.60370  0.30
18 O 2.57499 -1.40386 -3.86975  -0.59
19 C -1.26507 2.36333 -0.65154  -0.51
20 H 0.03807 -0.28556 2.93700  0.35
21 C -2.40563 0.37128 1.62936  -1.20
22 H 0.27950 2.66322 -1.78139  0.24
23 C 0.15125 0.17155 1.92943  -1.47
24 H 0.18854 -0.64503 1.31066  0.47


Run two
Density functional theory data (the ωB97M-V functional and the def2-TZVPD basis) for a 3-piece molecular cluster, C4H16N2O2 overall.

The value obtained for the highest occupied orbital energy (alpha / beta) is -13.65 / -13.58 eV. Its spin multiplicity is 2. The LUMO energy (alpha / beta) comes out at -3.09 / -7.39 eV. The net charge is +1. The frontier orbital gap (alpha / beta) comes out at 10.56 / 6.18 eV. The expectation value of S² is 0.754.

Last column: Mulliken charge in e.
Atoms and positions in Å:
1 N 1.75302 1.84651 0.83547  -0.40
2 C 1.00118 1.78751 -0.37963  -0.94
3 O -0.65777 1.90389 2.98923  -0.60
4 H -1.16512 -2.20953 1.16129  0.33
5 H 0.55878 -1.93667 -2.31541  0.35
6 H -0.75291 0.65842 0.30067  0.39
7 H -1.67624 -1.00092 -2.50148  0.40
8 C -0.00516 0.65756 -0.49604  -0.36
9 H -0.56567 -1.20868 2.23749  0.32
10 O -0.39141 -1.97306 1.67544  -0.62
11 H -0.67270 0.81485 -1.35713  0.33
12 N 0.59366 -0.63052 -0.62620  0.22
13 H 1.38427 1.42290 1.66815  0.22
14 H 1.61640 -0.61098 -0.64845  0.33
15 C -1.45034 -1.62635 -1.64674  -1.20
16 H 0.32034 -2.60644 -0.76124  0.43
17 H -1.81567 -2.63616 -1.83176  0.33
18 H -1.96565 -1.18324 -0.79946  0.38
19 H -0.48784 2.75872 2.54539  0.43
20 H -0.43198 1.34097 2.23617  0.05
21 C 0.04393 -1.73348 -1.36662  -0.47
22 H 1.58680 1.85461 -1.28025  0.50
23 H 0.44773 2.72867 -0.50574  0.30
24 H 2.73236 1.58139 0.86686  0.29


Least stable: run one


Run one
Density functional theory data (the ωB97M-V functional and the def2-TZVPD basis) for a 2-piece molecular cluster, CH2NO2S2 overall.

The value obtained for the highest occupied orbital energy is -4.70 eV. The LUMO energy comes out at 3.31 eV. The net charge is -1. The frontier orbital gap comes out at 8.01 eV.

Last column: Mulliken charge in e.
Atoms and positions in Å:
1 S -0.94287 -0.78159 0.35062  0.34
2 O -0.90745 0.70191 0.02867  -0.62
3 C 0.76295 2.02169 -2.92110  0.19
4 N 0.27018 1.32738 -2.11894  -0.33
5 O -1.86072 -0.90470 1.49616  -0.60
6 H 0.41810 -1.05424 0.91578  0.04
7 H -0.33639 0.94966 -1.12499  0.50
8 S 1.26191 2.77520 -4.18359  -0.52


Run two
Density functional theory data (the ωB97M-V functional and the def2-TZVPD basis) for a 2-piece molecular cluster, CH2NO2S2 overall.

The value obtained for the highest occupied orbital energy (alpha / beta) is -4.00 / -2.08 eV. The LUMO energy (alpha / beta) comes out at 3.58 / 2.41 eV. The net charge is -1. The frontier orbital gap (alpha / beta) comes out at 7.58 / 4.50 eV.

Last column: Mulliken charge in e.
Atoms and positions in Å:
1 N -0.57947 -0.12813 0.16728  -0.27
2 S -1.96619 -1.38045 1.99735  -0.43
3 H -0.00267 0.70911 -0.14946  0.25
4 O -1.02552 4.12632 -0.13202  -0.53
5 H -0.39769 -1.01617 -0.32268  0.21
6 S -0.41717 3.01022 0.61122  0.40
7 C -1.20547 -0.06140 1.30219  -0.05
8 O 0.90109 2.54042 0.11252  -0.58


Least stable: run two


Run one
Density functional theory data (the ωB97M-V functional and the def2-TZVPD basis) for a 5-piece molecular cluster, C30H25F5 overall.

The value obtained for the highest occupied orbital energy is -9.07 eV. The SMILES is Fc1ccccc1.Fc1ccccc1.Fc1ccccc1.Fc1ccccc1.Fc1ccccc1. The LUMO energy comes out at 0.76 eV. The frontier orbital gap comes out at 9.84 eV.

Last column: Mulliken charge in e.
Atoms and positions in Å:
1 C -1.50775 -4.75892 -5.15563  -0.36
2 C 5.52830 1.69950 4.93683  -0.55
3 H -3.89425 -1.82296 -4.37305  0.27
4 H 3.84609 -0.52199 3.00300  0.28
5 H 2.11352 -0.04990 1.49740  0.36
6 H -5.57341 -0.35469 -3.16784  0.54
7 H -1.16166 -0.30973 -1.20803  0.43
8 H 6.10472 -1.65382 3.11952  0.36
9 C 1.95178 4.26731 0.48840  -0.53
10 C 5.91168 -0.72616 3.64296  -0.38
11 H -0.92636 -5.64733 -5.35895  0.36
12 F 3.34011 1.75027 4.09665  -0.29
13 F 1.25569 4.88051 -1.66377  -0.29
14 H -3.40107 -2.40818 -6.71270  0.36
15 C -5.95788 -1.60673 0.48153  -0.37
16 H 7.56596 1.49575 5.58741  0.36
17 H -1.81797 -4.29106 -7.21854  0.36
18 C -3.20605 -2.62234 -4.61222  -0.22
19 C -1.75661 -4.38653 -3.84351  -0.44
20 C 2.91891 6.83731 0.86546  -0.31
21 H -6.10126 -1.93231 1.50286  0.39
22 F 0.97000 1.03829 -0.46791  -0.27
23 C 6.74550 1.03908 5.05186  -0.33
24 C -0.47452 -2.26891 1.45721  -0.92
25 C 0.65636 -1.61039 1.94466  -0.06
26 H -3.96370 -0.85774 0.75728  0.49
27 H 7.87803 -0.68803 4.49159  0.37
28 C -0.62168 -0.68549 -0.34961  -0.47
29 C -6.78482 -1.44809 -1.75486  0.43
30 C 6.92741 -0.17565 4.41518  -0.55
31 C 3.14041 5.86174 1.82938  -0.67
32 H 3.30442 7.83622 1.02999  0.34
33 H -1.31807 -4.93850 -3.02139  0.41
34 C -2.07236 -4.03425 -6.19795  -0.53
35 C 2.62156 4.58572 1.65428  -0.14
36 H 2.70873 3.83398 2.42865  0.43
37 C -2.60019 -3.32087 -3.59277  0.36
38 H 1.53239 3.29291 0.27271  0.50
39 H -0.72474 -3.20735 1.93631  0.37
40 H -7.87222 -2.36589 -0.18308  0.41
41 H 2.14064 7.24693 -1.12701  0.41
42 H -3.78705 0.02254 -1.52105  0.33
43 C -4.67583 -0.52433 -1.23168  -0.19
44 C -6.95399 -1.85470 -0.44240  -0.46
45 C -2.92228 -2.97671 -5.92662  -0.43
46 C -1.11005 -1.80234 0.32290  -0.24
47 F -2.85905 -2.98334 -2.31209  -0.16
48 C 0.49186 -0.06753 0.14605  0.35
49 C 1.16534 -0.51901 1.26620  -0.51
50 H 5.35372 2.62230 5.47247  0.43
51 C -5.68116 -0.74728 -2.16621  -0.64
52 C -4.79843 -0.96164 0.07546  -0.60
53 C 4.52782 1.10035 4.21097  0.51
54 C 1.81252 5.23585 -0.48737  0.42
55 H 1.12120 -1.95867 2.85809  0.39
56 F -7.75671 -1.75604 -2.63764  -0.32
57 H -1.94697 -2.36668 -0.06728  0.57
58 C 4.68184 -0.09045 3.53356  -0.20
59 C 2.29021 6.52536 -0.33600  -0.54
60 H 3.62135 6.13060 2.76032  0.37


Run two
Density functional theory data (the ωB97M-V functional and the def2-TZVPD basis) for a 5-piece molecular cluster, C30H25F5 overall.

The value obtained for the highest occupied orbital energy is -9.00 eV. The SMILES is Fc1ccccc1.Fc1ccccc1.Fc1ccccc1.Fc1ccccc1.Fc1ccccc1. The LUMO energy comes out at 0.57 eV. The frontier orbital gap comes out at 9.56 eV.

Last column: Mulliken charge in e.
Atoms and positions in Å:
1 H -0.40524 10.83709 -1.22991  0.48
2 H 3.36806 1.83467 1.15731  0.44
3 C -0.88246 -7.05028 -1.20024  -0.29
4 F -3.19335 -2.73273 -2.20963  -0.34
5 C 1.50778 -6.39336 -2.54798  -0.53
6 H 4.46101 2.56041 -3.54384  0.33
7 C 4.34245 2.55215 -2.48194  -0.21
8 H -0.70454 -3.33516 -2.08319  0.31
9 H 2.84803 4.09151 -2.42473  0.44
10 H -3.84090 -0.58315 -0.86280  0.43
11 F 5.37461 0.47349 0.33289  -0.31
12 H 0.24601 -7.76463 0.40372  0.42
13 H -0.47699 -5.23014 4.74200  0.42
14 C -1.00790 -2.46960 -1.43796  -0.34
15 C -0.08386 -1.69218 -0.76379  -0.39
16 C 1.49395 -6.92173 -1.25489  0.53
17 C 2.99898 3.06027 -0.59362  -0.20
18 H -1.34668 -3.47090 6.15697  0.43
19 H 2.47989 -6.26061 -3.05510  0.41
20 C -2.75381 8.69725 -0.15846  -0.70
21 C -1.89397 -0.29429 -0.01770  -0.47
22 C -0.91591 -4.39124 4.32362  -0.52
23 C 3.31284 3.29672 -1.90992  -0.68
24 H -2.21116 -1.30134 2.43833  0.30
25 C -1.33533 -3.35597 5.08610  -0.44
26 C -1.89361 -2.21633 2.98689  -0.24
27 C -0.55132 -0.60972 0.04224  -0.44
28 C -0.80549 8.50817 1.21969  -0.62
29 C -2.06213 8.06449 0.83889  -0.12
30 C -0.95222 10.18923 -0.62989  -0.70
31 H -2.43000 7.23110 1.41896  0.35
32 H 5.89442 1.05621 -2.22841  0.47
33 H -3.78105 8.49752 -0.31530  0.39
34 C 0.32812 -7.27006 -0.56307  -0.55
35 F 2.64984 -7.22712 -0.65973  -0.31
36 C 0.25991 -6.22384 -3.20108  -0.25
37 C -1.43283 -3.23157 2.21950  -0.14
38 H 0.23644 -5.76180 -4.21043  0.36
39 C -0.33450 9.60936 0.46293  0.62
40 C 3.69026 2.05466 0.15134  -0.49
41 C -0.99701 -4.35564 2.90758  -0.50
42 C -1.79235 -2.25854 4.39345  0.32
43 H 0.22324 -0.21322 0.74889  0.38
44 H -2.14393 0.55747 0.61191  0.39
45 C -0.94614 -6.60202 -2.51836  -0.67
46 H -0.66407 -5.18367 2.26660  0.45
47 F -2.27346 -1.19005 5.08769  -0.31
48 H 2.14174 3.56760 -0.10310  0.32
49 H -2.69929 10.03041 -1.75268  0.35
50 C 4.71708 1.36052 -0.45034  0.58
51 H -0.24608 8.11340 2.08040  0.39
52 H -1.78871 -6.59957 -3.14825  0.44
53 H -1.82790 -7.30545 -0.79332  0.43
54 H -1.51279 -3.12197 1.16613  0.24
55 C 5.10320 1.59960 -1.79630  -0.68
56 C -2.82342 -0.94831 -0.76368  -0.54
57 C -2.21354 9.67789 -0.88032  -0.11
58 H 0.95231 -1.96857 -0.72573  0.41
59 F 0.93086 10.08168 0.74933  -0.32
60 C -2.33709 -2.06812 -1.47764  0.61


Least stable: run two


Run one
Density functional theory data (the ωB97M-V functional and the def2-TZVPD basis) for C3H3OP as an isolated structure.

The value obtained for the highest occupied orbital energy (alpha / beta) is -7.09 / -9.80 eV. Its spin multiplicity is 3. The LUMO energy (alpha / beta) comes out at 0.94 / -3.31 eV. The frontier orbital gap (alpha / beta) comes out at 8.03 / 6.49 eV. The expectation value of S² is 2.011.

Last column: Mulliken charge in e.
Atoms and positions in Å:
1 O 1.82931 -0.25697 0.12297  -0.46
2 C 0.63816 -0.34785 0.23343  0.47
3 C -0.29428 -0.20736 -1.03409  -0.59
4 H 0.36175 0.33149 -1.77359  0.30
5 C -0.28638 0.29049 1.33928  -0.44
6 H -0.05715 0.58133 2.28327  0.53
7 H -0.77426 -1.13647 -1.39137  0.31
8 P -1.41715 0.74534 0.22011  -0.13


Run two
Density functional theory data (the ωB97M-V functional and the def2-TZVPD basis) for a 2-piece molecular cluster, C3H3OP overall.

The value obtained for the highest occupied orbital energy (alpha / beta) is -7.48 / -8.16 eV. Its spin multiplicity is 3. The LUMO energy (alpha / beta) comes out at 0.85 / -1.99 eV. The frontier orbital gap (alpha / beta) comes out at 8.33 / 6.17 eV. The expectation value of S² is 2.013.

Last column: Mulliken charge in e.
Atoms and positions in Å:
1 H -0.38544 -0.54662 2.58245  0.28
2 C -0.62224 0.28300 -0.74242  -0.31
3 O -0.86986 -0.51909 1.75487  -0.49
4 C 0.39058 0.95251 -1.19448  -0.21
5 P 1.46870 -1.50925 0.26616  -0.19
6 H -1.44089 -0.07433 -0.25360  0.62
7 C 0.71054 -0.28207 -0.53568  -0.05
8 H 0.74862 1.69587 -1.87730  0.35


Least stable: run two


Run one
Density functional theory data (the ωB97M-V functional and the def2-TZVPD basis) for a 2-piece molecular cluster, C4H12NO overall.

The value obtained for the highest occupied orbital energy is -15.13 eV. The LUMO energy comes out at -4.84 eV. The net charge is +1. The frontier orbital gap comes out at 10.29 eV.

Last column: Mulliken charge in e.
Atoms and positions in Å:
1 H -2.37289 1.44819 -0.70438  0.31
2 H -1.03407 2.64602 -0.69793  0.32
3 C 0.67588 -0.96787 2.30076  -0.17
4 H 1.64283 -1.20730 2.95670  0.29
5 H 1.10788 -2.32352 0.68879  0.28
6 H 0.41070 1.06050 0.71609  0.41
7 C -1.18949 1.47531 -0.65852  -1.21
8 H -1.23395 0.87497 1.44513  0.31
9 H 0.21627 -0.79001 -0.83660  -0.06
10 C -0.35198 -0.76186 0.07379  -0.02
11 H 1.94259 0.55064 -2.85275  0.32
12 C -0.61382 0.72175 0.52291  -0.29
13 N 0.62191 -1.52015 1.14612  -0.07
14 H -1.10232 -1.47030 0.00040  0.41
15 H -0.07513 -0.19838 2.70130  0.27
16 H 0.81757 -0.65219 -2.82166  0.33
17 H -0.86784 1.17408 -1.70971  0.27
18 O 1.40585 -0.05988 -2.27043  -0.69


Run two
Density functional theory data (the ωB97M-V functional and the def2-TZVPD basis) for a 2-piece molecular cluster, C4H12NO overall.

The value obtained for the highest occupied orbital energy is -14.28 eV. The LUMO energy comes out at -3.60 eV. The net charge is +1. The frontier orbital gap comes out at 10.68 eV.

Last column: Mulliken charge in e.
Atoms and positions in Å:
1 H 1.28545 -0.76840 -1.25828  0.34
2 C 0.54615 1.64093 2.38975  -0.78
3 H 2.73321 0.89857 0.75842  0.35
4 O -3.22797 -2.37551 -3.51479  -0.65
5 H -0.81933 -0.67868 0.01125  0.40
6 H 1.05856 -0.34217 2.56939  0.33
7 H 2.26630 -0.82108 0.70326  0.27
8 H -0.92299 0.78411 -0.98100  0.36
9 H -3.42974 -3.27395 -3.21109  0.33
10 H 1.39382 1.01944 -1.28999  0.29
11 C 1.08457 0.51318 1.91670  -0.46
12 C 1.07189 0.14989 -0.71625  -0.53
13 N -0.38501 0.23836 -0.33502  -0.31
14 C 1.86468 0.20844 0.66681  -0.27
15 H -4.10662 -2.02781 -3.25224  0.33
16 H -0.20090 1.52655 3.14902  0.38
17 H 0.27605 2.50721 1.79946  0.32
18 H -0.48811 0.80093 0.59461  0.30


Least stable: run one


Run one
Density functional theory data (the ωB97M-V functional and the def2-TZVPD basis) for a 2-piece molecular cluster, C4H12NO overall.

The value obtained for the highest occupied orbital energy is -14.04 eV. The LUMO energy comes out at -3.44 eV. The net charge is +1. The frontier orbital gap comes out at 10.60 eV.

Last column: Mulliken charge in e.
Atoms and positions in Å:
1 H -1.06308 -2.62548 0.24200  0.41
2 C -0.82395 -0.52237 -0.62737  -0.58
3 H -1.35921 -0.49027 -1.57574  0.28
4 C 0.49444 0.13632 -0.97952  -0.39
5 N 0.89134 -1.74915 0.42381  -0.23
6 H 0.55127 1.13969 -0.55226  0.28
7 H -1.65776 4.55376 0.71847  0.32
8 O -1.43160 3.97658 1.42608  -0.64
9 H 2.40685 -1.02043 -0.97691  0.30
10 H -2.09504 3.30867 1.59952  0.32
11 H -0.23001 -2.53836 -1.24995  0.31
12 H 0.55590 -1.52060 1.36059  0.38
13 H -1.53656 -0.03466 0.03569  0.33
14 H 2.24427 -0.18574 0.52155  0.38
15 H 1.55372 -2.50515 0.54425  0.33
16 C -0.40956 -1.97801 -0.33021  -0.53
17 H 0.64082 0.19728 -2.05384  0.37
18 C 1.66068 -0.62015 -0.29236  -0.63


Run two
Density functional theory data (the ωB97M-V functional and the def2-TZVPD basis) for an isolated ion of composition C4H12NO and charge +1.

The value obtained for the highest occupied orbital energy is -14.92 eV. The SMILES is C[C@@H]([NH3+])CCO. The LUMO energy comes out at -3.33 eV. The net charge is +1. The frontier orbital gap comes out at 11.59 eV.

Last column: Mulliken charge in e.
Atoms and positions in Å:
1 H -0.59580 -1.36451 0.62246  0.35
2 H 1.35264 -0.40037 -2.15098  0.33
3 C 0.09919 0.63713 0.45906  0.40
4 H -1.47824 -0.11608 1.52694  0.37
5 H -1.50954 2.11557 1.04751  0.44
6 H -0.16716 1.92992 2.11408  0.46
7 H -1.44311 0.22887 -1.11345  0.31
8 H 1.16073 0.69261 0.69733  0.23
9 H 1.82604 -1.43668 -0.33553  0.35
10 H -0.09320 1.27004 -1.61131  0.36
11 C -0.44559 1.86384 1.08273  -1.78
12 C 0.47293 -0.75752 -1.56630  -0.39
13 H -0.24510 -1.28735 -2.41653  0.26
14 C -0.33512 0.40003 -0.95267  -0.58
15 N -0.61301 -0.53600 1.22812  -0.27
16 O 0.87301 -1.61549 -0.48684  -0.60
17 H -0.04487 -0.65436 2.13391  0.38
18 H -0.20388 2.83737 0.64654  0.39


Least stable: run two